(1)
DFT (the ωB97M-V functional and the def2-TZVPD basis) results for 7 unconnected molecules or ions with the total composition C16H46O12.

The geometry in XYZ format:
```
74
C16H46O12 (the ωB97M-V functional and the def2-TZVPD basis)
C -2.994 -1.180 3.853
C -1.752 -1.286 2.994
C -1.731 -2.100 1.674
O -1.561 0.099 2.391
H -3.895 -1.347 3.215
H -2.912 -0.305 4.285
H -3.029 -2.045 4.584
H -0.732 -1.617 3.593
H -2.623 -1.755 1.299
H -1.786 -3.111 2.011
H -0.794 -1.833 0.957
H -2.279 0.046 1.771
C 3.717 -2.696 -0.166
C 3.191 -2.726 1.289
C 3.932 -1.883 2.252
O 1.919 -2.204 1.252
H 4.669 -3.196 0.072
H 3.935 -1.680 -0.367
H 3.098 -3.088 -0.981
H 3.128 -3.775 1.524
H 4.276 -0.968 1.951
H 4.968 -2.191 2.491
H 3.500 -1.627 3.303
H 2.051 -1.260 1.348
O 1.114 1.478 -2.105
C 1.042 0.649 -0.959
C 1.108 1.523 0.305
O 1.122 0.532 1.332
H 0.214 1.443 -2.428
H 0.104 0.169 -0.679
H 1.761 -0.150 -0.939
H 0.204 2.197 0.297
H 1.848 2.272 0.378
H 0.292 0.297 1.327
O -3.718 0.737 0.692
C -3.361 0.756 -0.707
C -4.634 1.001 -1.551
O -4.105 1.160 -2.831
H -4.069 1.460 1.029
H -2.566 1.461 -0.885
H -2.739 -0.208 -1.088
H -5.225 1.902 -1.452
H -5.367 0.397 -1.531
H -4.832 1.591 -3.229
O -1.373 1.093 -3.362
C -1.178 0.102 -4.457
C -1.019 -1.204 -3.862
O -0.753 -2.244 -4.851
H -2.315 1.090 -3.357
H -1.926 0.268 -5.168
H -0.201 0.314 -4.989
H -2.193 -1.540 -3.399
H -0.193 -1.388 -3.152
H 0.379 -2.289 -4.872
O -2.180 2.954 6.926
C -1.726 1.917 6.089
C -0.472 2.452 5.248
O -0.010 1.517 4.390
H -2.855 3.349 6.555
H -1.524 1.059 6.615
H -2.508 1.690 5.340
H 0.160 2.835 5.980
H -0.677 3.553 4.634
H -0.678 0.926 4.028
O 3.697 1.594 -3.101
C 3.387 0.573 -4.089
C 4.508 0.705 -5.055
O 4.296 -0.294 -6.079
H 2.637 1.828 -2.658
H 3.394 -0.431 -3.595
H 2.415 0.542 -4.340
H 5.481 0.423 -4.667
H 4.195 1.610 -5.494
H 4.740 0.064 -6.803
```

Summary:
2S+1	1
structure (SMILES)	CC(C)O.CC(C)O.OCCO.OCCO.OCCO.OCCO.OCCO
orbital gap	9.22	eV

***

(2)
DFT (the ωB97M-V functional and the def2-TZVPD basis) results for 7 unconnected molecules or ions with the total composition C16H46O9S7.

The geometry in XYZ format:
```
78
C16H46O9S7 (the ωB97M-V functional and the def2-TZVPD basis)
O -0.853 1.603 1.896
C -0.459 1.104 0.617
C 0.291 -0.346 0.590
O 1.155 -0.776 1.661
H 0.076 1.832 0.007
H -1.360 0.976 0.017
H 0.710 -0.438 -0.412
H -0.531 -1.053 0.484
C 2.623 -2.070 0.359
S 3.794 -1.517 -0.954
O 3.490 -2.548 -2.016
C 2.739 -0.099 -1.373
H 2.875 -1.490 1.246
H 2.906 -3.072 0.680
H 1.551 -2.047 0.163
H 3.224 0.434 -2.191
H 2.663 0.613 -0.551
H 1.786 -0.495 -1.722
C 2.364 -2.703 2.595
S 2.445 -2.017 4.333
O 1.654 -0.705 4.355
C 1.656 -3.429 5.112
H 3.240 -2.572 1.960
H 1.608 -1.943 2.395
H 1.889 -3.682 2.663
H 1.723 -3.205 6.177
H 2.222 -4.349 4.964
H 0.617 -3.616 4.841
C -3.069 -0.988 -0.311
S -3.852 0.614 0.187
O -5.352 0.332 0.066
C -3.454 0.373 2.000
H -2.002 -0.984 -0.531
H -3.581 -1.374 -1.192
H -3.286 -1.776 0.409
H -4.086 0.889 2.722
H -2.408 0.669 2.082
H -3.539 -0.668 2.314
C 1.382 3.864 0.629
S 2.348 2.960 2.023
O 1.344 2.473 3.051
C 3.063 1.507 1.145
H 1.860 3.904 -0.349
H 1.165 4.872 0.983
H 0.544 3.187 0.461
H 4.051 1.424 1.597
H 3.079 1.593 0.058
H 2.629 0.516 1.282
C -4.759 1.445 -2.339
S -3.428 2.525 -2.876
O -4.046 3.865 -3.270
C -2.657 2.726 -1.201
H -4.509 0.609 -1.686
H -5.300 0.962 -3.152
H -5.442 2.029 -1.721
H -3.259 3.382 -0.572
H -1.669 3.148 -1.385
H -2.586 1.722 -0.784
C 1.183 1.554 -3.824
S 0.855 1.467 -2.017
O 2.235 1.562 -1.400
C -0.022 3.103 -1.742
H 1.882 2.364 -4.032
H 0.250 1.629 -4.382
H 1.633 0.625 -4.176
H -0.679 3.119 -0.873
H -0.664 3.254 -2.611
H 0.628 3.957 -1.555
C -0.969 -3.411 0.204
S -1.033 -3.218 -1.647
O -1.092 -4.582 -2.331
C 0.599 -2.427 -2.086
H -1.967 -3.720 0.516
H -0.682 -2.429 0.580
H -0.134 -4.103 0.311
H 1.374 -3.033 -1.617
H 0.583 -1.412 -1.689
H 0.743 -2.487 -3.165
```

Summary:
net charge	-2
2S+1	1
orbital gap	4.78	eV

***

(3)
DFT (the ωB97M-V functional and the def2-TZVPD basis) results for a molecular structure, C16H47N3O9PdZn.

The geometry in XYZ format:
```
77
C16H47N3O9PdZn (the ωB97M-V functional and the def2-TZVPD basis)
Zn 1.531 0.159 -0.236
Pd -3.336 1.914 0.887
O -1.165 0.192 -0.295
H -1.330 -0.368 -1.078
O -1.458 3.138 2.708
H -1.437 4.103 2.558
C -7.597 -1.683 0.148
C -6.592 -0.784 0.859
C -5.819 -1.575 1.860
O -4.752 -0.716 2.357
C -3.998 -1.409 3.324
N -5.662 -0.278 -0.090
H -8.230 -1.137 -0.551
H -8.346 -2.089 0.829
H -7.144 -2.534 -0.360
H -7.110 0.022 1.378
H -5.372 -2.483 1.456
H -6.557 -1.889 2.598
H -3.207 -0.709 3.594
H -3.589 -2.354 2.967
H -4.647 -1.537 4.191
H -6.283 0.239 -0.697
H -5.433 -1.056 -0.693
C 4.653 4.357 1.004
C 3.502 4.025 1.951
C 3.032 5.305 2.726
O 4.172 5.871 3.422
C 3.921 7.059 4.210
N 2.362 3.500 1.210
H 4.567 5.212 0.333
H 5.100 3.562 0.407
H 5.525 4.703 1.558
H 3.780 3.369 2.776
H 2.329 4.980 3.493
H 2.458 5.981 2.092
H 3.708 7.840 3.480
H 4.737 7.359 4.868
H 3.098 6.915 4.909
H 1.555 3.814 1.730
H 2.227 4.045 0.371
C 5.719 -0.282 -3.449
C 4.316 0.158 -2.968
C 3.098 -0.198 -3.938
O 2.061 0.334 -3.209
C 0.953 0.484 -4.077
N 4.067 -0.309 -1.609
H 5.798 -1.365 -3.541
H 6.513 0.003 -2.759
H 5.941 0.154 -4.423
H 4.346 1.245 -2.893
H 2.927 -1.261 -4.110
H 3.253 0.250 -4.919
H 1.238 0.772 -5.089
H 0.350 1.181 -3.495
H 0.510 -0.503 -4.213
H 4.883 -0.026 -1.086
H 4.328 -1.285 -1.594
C -2.904 -3.796 -2.835
C -2.496 -5.276 -2.513
O -1.090 -5.379 -2.490
O -4.272 -3.666 -3.074
H -2.298 -3.404 -3.652
H -2.720 -3.036 -2.075
H -3.047 -5.874 -3.239
H -2.915 -5.526 -1.538
H -0.950 -6.288 -2.216
H -4.403 -4.155 -3.890
C 0.909 -3.295 1.257
C 1.773 -2.647 2.370
O 1.790 -1.236 2.201
O 1.309 -2.901 -0.015
H -0.173 -3.228 1.363
H 1.090 -4.364 1.377
H 2.800 -2.958 2.181
H 1.470 -2.917 3.382
H 1.676 -0.840 3.068
H 0.963 -3.625 -0.542
```

Summary:
net charge	+2
2S+1	3
orbital gap (alpha / beta)	5.41 / 5.38	eV

***

Values for energy relative to the best compared isomer or geometry (same formula, charge and spin), eV, ordered as above
8.7650, 12.6368, 8.6044